No. 1
Formula: C12H26AsAuBrNO7P2Si2
Source: OMol25
Level of theory: wB97M-V/def2-TZVPD

Structure (XYZ):
```
53
Properties=species:S:1:pos:R:3:forces:R:3
Au 0.335 1.856 1.335 -0.492 0.854 -0.402
O -3.008 -1.504 2.432 -0.182 0.141 0.154
P -1.921 -0.427 2.003 -0.131 -0.232 0.323
O -2.170 -0.235 0.473 -0.144 -0.006 0.483
O -0.545 -0.828 2.329 0.159 -0.087 0.125
O -2.384 0.905 2.742 -0.098 0.126 -0.420
P -2.784 2.290 1.880 0.347 -0.003 -0.091
O -2.770 3.320 3.091 -0.074 0.122 0.312
O -4.102 2.181 1.266 -0.190 0.024 0.037
O -1.589 2.567 0.966 -0.290 0.076 0.401
H -3.548 -1.228 3.185 0.049 -0.009 -0.192
H -1.931 3.361 3.568 -0.042 -0.015 -0.183
C 5.464 0.467 0.099 -0.152 -0.057 -0.003
C 4.421 0.628 1.172 0.717 -0.270 0.045
C 4.675 0.199 2.475 -0.541 0.293 -0.146
C 3.717 0.432 3.446 0.507 -0.386 0.158
C 2.529 1.016 3.079 -0.938 0.759 -0.301
Br 1.245 1.494 4.381 0.300 -0.326 0.147
N 2.225 1.375 1.818 1.811 -0.631 0.890
C 3.201 1.193 0.899 -0.894 0.226 0.013
H 6.459 0.613 0.516 0.023 0.017 -0.049
H 5.316 1.182 -0.709 0.013 0.002 -0.005
H 5.423 -0.537 -0.328 0.019 0.006 -0.011
H 5.609 -0.288 2.719 0.042 0.046 0.054
H 3.888 0.164 4.478 -0.056 0.000 -0.004
H 2.929 1.527 -0.094 0.122 -0.061 -0.078
C -0.949 0.868 -3.842 -0.229 0.020 0.297
Si -2.093 0.899 -2.322 0.130 -0.400 -0.672
C -2.751 2.637 -2.078 0.178 -0.278 0.248
C -3.478 -0.375 -2.473 0.187 0.338 0.085
As -0.656 0.163 -0.539 -0.130 -0.616 -0.863
Si -0.062 -2.177 -0.790 -0.133 0.017 -0.776
C -1.549 -3.290 -0.441 0.340 0.288 0.159
C 1.418 -2.521 0.325 -0.256 0.160 -0.054
C 0.420 -2.317 -2.628 0.058 -0.091 0.496
H -1.475 1.236 -4.726 -0.006 0.024 0.008
H -0.586 -0.137 -4.059 -0.029 0.024 -0.006
H -0.081 1.512 -3.679 -0.008 0.024 -0.025
H -3.386 2.925 -2.919 0.036 -0.115 -0.070
H -1.936 3.357 -1.996 -0.004 -0.008 0.030
H -3.344 2.689 -1.165 -0.039 0.038 0.077
H -4.272 -0.017 -3.132 0.031 0.019 -0.032
H -3.913 -0.540 -1.486 -0.013 -0.052 -0.005
H -3.108 -1.325 -2.863 0.028 -0.007 0.031
H -2.099 -2.919 0.422 -0.087 -0.052 0.038
H -1.238 -4.312 -0.216 0.081 0.008 -0.052
H -2.230 -3.315 -1.292 0.016 0.065 -0.030
H 1.134 -2.315 1.356 -0.022 0.005 0.055
H 2.259 -1.870 0.075 -0.011 -0.005 -0.063
H 1.751 -3.559 0.253 -0.034 -0.005 -0.083
H -0.470 -2.269 -3.257 -0.010 0.024 0.012
H 0.934 -3.257 -2.844 0.019 0.010 0.015
H 1.083 -1.494 -2.904 0.027 -0.043 -0.078
```
Positions in Å, forces in eV/Å.

HOMO level = -7.299 eV
relative energy (zero: lowest compared OMol25 entry of this formula, charge and spin) = 0.0000 eV
total charge = 0


No. 2
Formula: C12H26BClFNO3S2
Source: OMol25
Level of theory: wB97M-V/def2-TZVPD

Structure (XYZ):
```
47
Properties=species:S:1:pos:R:3:forces:R:3
C 4.293 1.560 -1.188 0.223 -1.217 0.412
C 3.516 0.402 -0.339 -0.285 0.341 0.562
C 3.877 -1.112 -0.800 1.277 1.061 0.575
N 2.703 0.701 0.657 -0.244 -1.032 -3.662
B 1.607 1.632 0.250 0.223 0.824 -0.127
C 0.140 1.163 -0.289 -0.073 -0.183 0.848
C -0.199 -0.392 -0.055 0.064 0.063 -0.016
C -0.238 -1.291 -1.382 -0.049 -1.620 1.656
Cl -1.163 -0.538 -2.789 0.786 -0.457 0.867
C 1.838 3.276 0.353 -0.004 0.834 0.446
C 1.802 4.007 -1.059 -0.499 -1.757 -3.976
O 1.676 3.401 -2.156 0.654 2.845 5.131
F 1.917 5.449 -1.182 -0.163 -2.942 1.089
H 5.357 1.155 -1.407 -1.788 0.645 0.190
H 3.763 1.794 -2.173 0.746 -0.147 1.435
H 4.426 2.457 -0.495 -0.422 -1.100 -1.216
H 3.618 -1.255 -1.915 0.122 0.330 1.824
H 5.034 -1.187 -0.750 -1.830 -0.083 -0.078
H 3.423 -1.906 -0.119 0.433 1.250 -1.050
H -0.641 1.759 0.326 1.361 -0.807 -1.180
H 0.057 1.524 -1.371 0.032 -0.699 1.317
H 0.613 -0.848 0.635 -1.197 0.637 -1.226
H -1.182 -0.487 0.551 1.512 0.164 -1.358
H -0.826 -2.252 -1.106 0.832 1.648 -0.679
H 0.810 -1.674 -1.694 -1.728 1.187 0.106
H 2.823 3.441 0.913 -1.282 0.291 -1.002
H 0.994 3.653 1.048 1.248 -0.171 -1.249
C -5.011 -2.892 -2.506 0.029 0.123 -0.073
S -4.072 -4.235 -1.747 0.214 0.177 0.083
O -2.928 -3.620 -1.007 -0.298 -0.167 -0.296
C -3.421 -4.903 -3.293 0.102 0.025 -0.106
H -5.480 -2.308 -1.713 0.090 -0.122 0.010
H -4.343 -2.250 -3.083 0.058 -0.067 0.083
H -5.784 -3.309 -3.154 0.036 -0.052 0.062
H -2.852 -4.135 -3.821 -0.036 0.030 0.106
H -4.247 -5.254 -3.915 -0.004 0.014 0.081
H -2.765 -5.742 -3.058 -0.088 0.084 0.092
C -0.690 2.754 4.619 -0.111 0.063 0.024
S -0.284 1.282 3.655 -0.096 -0.014 -0.038
O -1.094 1.328 2.401 0.030 0.081 0.672
C -1.075 0.105 4.771 -0.107 -0.062 0.025
H -0.320 3.630 4.085 0.013 -0.135 -0.026
H -1.773 2.834 4.739 0.043 -0.067 -0.064
H -0.207 2.696 5.596 0.024 -0.041 -0.068
H -2.133 0.349 4.881 0.061 0.055 -0.076
H -0.579 0.133 5.743 0.035 0.032 -0.075
H -0.977 -0.895 4.345 0.056 0.136 -0.055
```
Positions in Å, forces in eV/Å.

HOMO level = -8.352 eV
total charge = 0


No. 3
Formula: C12H26Cl2NPSSm
Source: OMol25
Level of theory: wB97M-V/def2-TZVPD

Structure (XYZ):
```
44
Properties=species:S:1:pos:R:3:forces:R:3
Sm -0.734 -0.492 1.628 -0.544 -0.479 -1.916
Cl 1.449 0.353 2.613 1.677 0.731 0.995
Cl -2.741 -1.215 0.353 -1.938 -0.768 -0.913
H -1.071 1.195 1.881 -0.834 4.210 0.768
H 0.337 -1.868 1.395 2.138 -3.310 -0.555
P 0.445 0.347 -0.740 -0.979 -0.414 3.434
C 2.152 -0.256 -0.737 0.931 0.501 -0.003
C -0.382 -0.138 -2.211 0.224 0.017 -2.224
C 0.526 2.155 -0.455 0.751 0.173 -0.045
C 2.445 -1.646 -0.147 -0.038 -0.234 0.243
H 2.678 0.479 -0.081 -0.393 -0.350 -0.448
C 2.706 -0.170 -2.132 1.556 -0.148 -0.950
H 2.410 -1.040 -2.748 0.015 0.338 0.224
H 3.819 -0.192 -2.080 -0.532 -0.046 -0.196
H 2.433 0.743 -2.674 0.044 -0.211 0.092
H 2.477 -1.623 0.955 -0.275 -0.011 -0.619
H 3.431 -1.981 -0.501 -0.034 0.143 -0.096
H 1.700 -2.395 -0.457 0.274 0.285 0.198
H 1.172 2.227 0.455 -0.442 -0.316 -0.645
C -0.791 2.867 -0.118 -0.705 0.212 -0.273
C 1.225 2.828 -1.610 0.458 1.549 -0.222
H 2.306 2.640 -1.617 -0.246 -0.070 -0.082
H 1.094 3.929 -1.514 0.188 -0.459 -0.194
H 0.800 2.540 -2.579 0.052 0.046 0.075
H -1.602 2.178 0.166 0.441 0.392 -0.015
H -1.147 3.476 -0.971 0.213 -0.237 0.155
H -0.627 3.554 0.732 -0.164 -0.386 -0.351
C -0.515 -1.663 -2.342 0.007 -0.469 0.458
H 0.349 0.204 -2.944 -0.271 -0.138 -1.009
C -1.708 0.556 -2.506 -0.539 0.256 0.204
H 0.430 -2.139 -2.644 -0.212 0.162 0.132
H -1.270 -1.901 -3.105 0.215 0.077 0.151
H -0.845 -2.130 -1.391 0.166 0.297 -0.525
H -2.457 0.400 -1.705 0.490 0.063 -0.355
H -2.133 0.137 -3.435 0.177 0.153 0.264
H -1.576 1.636 -2.659 -0.038 -0.188 0.098
S -2.438 -1.102 5.976 0.321 -0.859 -1.759
C -2.560 -2.634 5.022 0.253 2.063 1.076
C -2.079 -2.460 3.796 0.931 2.649 -0.516
N -1.586 -1.121 3.514 -2.665 -1.437 6.381
C -1.719 -0.307 4.579 -0.558 -3.315 -1.069
H -2.966 -3.512 5.442 -0.345 -0.642 0.442
H -2.022 -3.180 3.006 0.034 -0.162 -0.251
H -1.417 0.720 4.591 0.197 0.329 -0.158
```
Positions in Å, forces in eV/Å.

multiplicity = 6
HOMO level (spin up / spin down) = -2.483 / -2.339 eV
⟨S²⟩ = 8.776
total charge = -1


No. 4
Formula: C12H26FN8O11PS
Source: OMol25
Level of theory: wB97M-V/def2-TZVPD

Structure (XYZ):
```
60
Properties=species:S:1:pos:R:3:forces:R:3
C -2.297 -0.601 0.981 0.892 -0.604 -0.052
C -2.500 -1.762 -0.129 -4.156 -0.262 -0.307
O -3.645 -2.123 -0.521 4.907 1.631 1.383
O -1.338 -2.423 -0.647 -0.958 1.571 -1.505
C -1.507 -2.817 -2.009 -2.009 -4.738 -1.107
O -1.932 -3.988 -2.227 1.972 4.600 0.945
C -1.224 -1.906 -3.289 -0.014 0.126 0.868
C 0.278 -1.357 -3.414 0.404 -0.230 -1.667
P 0.795 0.093 -2.303 -0.412 2.083 1.391
O 0.741 -0.302 -0.617 1.632 0.482 -2.910
O 2.431 0.581 -2.594 -2.072 -2.407 1.565
S -0.432 1.584 -2.665 1.013 -1.131 0.188
C 0.224 -0.618 -4.879 -1.145 0.681 -0.612
O -0.803 -0.189 -5.439 4.992 -1.807 1.975
O 1.578 -0.582 -5.330 -1.806 -0.481 -0.404
C 2.445 -1.662 -4.825 -0.143 0.736 1.498
C 1.411 -2.433 -3.830 -0.308 -0.187 -1.108
F 2.029 -3.197 -2.770 -1.231 1.609 -2.025
H -1.299 -0.061 0.865 -1.384 -0.907 0.008
H -3.123 0.183 0.951 0.936 -1.428 -0.259
H -2.291 -1.077 2.028 -0.097 0.554 -1.653
H -1.998 -1.050 -3.333 1.503 -1.107 0.279
H -1.431 -2.537 -4.235 0.382 0.753 1.819
H 1.492 0.225 -0.248 -0.824 -0.395 0.034
H 2.992 -0.031 -2.043 -0.346 0.729 -0.824
H 3.346 -1.165 -4.316 -1.545 -0.713 -0.465
H 2.884 -2.274 -5.680 -1.170 0.632 1.077
H 0.841 -3.083 -4.602 0.926 0.160 1.799
N 0.786 3.861 2.431 0.129 0.147 0.643
C -0.030 3.033 1.734 0.029 0.230 -0.032
N 0.166 3.054 0.393 -0.132 -0.401 -0.391
O -0.873 2.327 2.271 0.132 -0.268 0.058
H 1.481 4.444 2.000 -0.059 -0.035 0.064
H 0.678 3.881 3.434 0.104 0.027 -0.045
H -0.418 2.454 -0.169 0.124 0.159 -0.123
H 0.855 3.629 -0.057 -0.119 -0.020 -0.031
N 1.048 0.861 4.656 -0.092 0.051 -0.665
C 0.997 1.579 5.802 0.098 -0.197 -0.063
N 1.569 0.974 6.871 0.106 0.065 0.666
O 0.476 2.685 5.869 0.010 0.063 -0.092
H 1.473 -0.046 4.592 -0.051 0.081 0.051
H 0.632 1.272 3.833 -0.174 -0.088 0.049
H 1.555 1.473 7.746 0.036 -0.087 -0.125
H 1.999 0.069 6.828 -0.047 0.086 0.005
N -3.694 -6.732 -4.558 -0.720 -0.017 0.115
C -2.473 -6.953 -5.107 0.061 -0.304 -0.396
N -1.455 -6.312 -4.482 0.722 0.341 0.173
O -2.306 -7.670 -6.082 -0.019 0.077 0.081
H -3.842 -6.145 -3.756 0.039 -0.032 -0.052
H -4.482 -7.187 -4.987 0.138 0.078 0.077
H -0.530 -6.445 -4.853 -0.178 -0.054 0.066
H -1.583 -5.720 -3.679 -0.020 0.028 0.008
N 0.822 5.480 5.592 0.064 -0.385 -0.198
C 1.687 6.388 6.109 0.112 -0.310 0.137
N 1.431 7.674 5.753 0.152 0.864 -0.048
O 2.619 6.076 6.834 -0.032 0.110 -0.070
H 0.053 5.727 4.996 -0.004 0.016 0.144
H 0.972 4.510 5.830 -0.280 -0.043 0.048
H 2.048 8.383 6.113 -0.128 -0.106 -0.062
H 0.669 7.942 5.159 0.060 -0.026 0.078
```
Positions in Å, forces in eV/Å.

SMILES string = CC(=O)OC(=O)C[C@]1(P(O)(O)=S)C(=O)OC[C@H]1F.NC(N)=O.NC(N)=O.NC(N)=O.NC(N)=O
HOMO level = -9.631 eV
total charge = 0


Number 1: F_max 0.041 hartree/bohr. Number 2: F_max 0.115 hartree/bohr. Number 3: F_max 0.137 hartree/bohr. Number 4: F_max 0.110 hartree/bohr.